Here is a structure of composition C5H9F in a non-equilibrium geometry from the OMol25 dataset. Energies are from ωB97M-V/def2-TZVPD.

The geometry in XYZ format:
```
15
C5H9F | the OMol25 dataset | ωB97M-V/def2-TZVPD
F 2.496 -0.172 -0.876
C 2.050 -0.272 0.379
H 2.780 -0.385 1.022
C -1.423 -1.047 -0.238
H -0.018 -0.240 -1.408
H -1.787 1.493 -0.426
H 0.868 -0.095 1.788
H -2.335 -0.206 0.477
H -1.158 -2.152 0.367
C -0.566 1.334 -0.157
C 0.826 -0.283 0.644
H 0.333 1.871 -1.074
H -1.772 -1.189 -1.443
C -0.303 -0.240 -0.372
H 0.008 1.585 1.316
```

As for the charge: 0. The calculation puts the relative energy (zero: lowest compared OMol25 entry of this formula, charge and spin) at 7.8129 eV. As for the LUMO energy: 0.7 eV. As for the max |F|: 6.89 eV/Å. As for the energy: -8040.22996 eV. The highest occupied orbital energy is -9.37 eV. The value obtained for the gap between HOMO and LUMO is 10.108 eV.

natural (NBO) population analysis, charges in e, atoms 1 to 8: F -0.351; C 0.199; H 0.155; C -0.570; H 0.239; H 0.225; H 0.239; H 0.190

***

Here is an isolated molecule of C4H8N2OS in a non-equilibrium geometry from the OMol25 dataset. Energies are from ωB97M-V/def2-TZVPD.

The geometry in XYZ format:
```
16
C4H8N2OS | the OMol25 dataset | ωB97M-V/def2-TZVPD
N -0.068 -2.438 2.134
N 0.217 -0.754 0.473
O 0.093 -0.223 3.863
C 0.288 -1.131 1.628
S -0.020 0.727 -0.207
H -0.397 1.879 -3.702
H -1.139 2.235 -2.078
H -0.774 -0.152 -2.239
H 0.853 -0.067 -2.574
C 0.481 -0.110 2.622
H 0.066 -2.560 3.174
H -0.394 -3.252 1.737
C -0.005 0.485 -1.976
C -0.248 1.865 -2.550
H 0.490 2.648 -2.484
H 0.557 0.847 2.181
```

As for the charge: 0. The calculation puts the relative energy (zero: lowest compared OMol25 entry of this formula, charge and spin) at 2.9936 eV. As for the LUMO energy: -0.5 eV. The SMILES is CCS/N=C(/N)C=O. As for the max |F|: 8.09 eV/Å. As for the energy: -20137.84075 eV. The highest occupied orbital energy is -8.22 eV. The value obtained for the gap between HOMO and LUMO is 7.744 eV.

natural (NBO) population analysis, charges in e, atoms 1 to 8: N -0.833; N -0.614; O -0.507; C 0.310; S 0.455; H 0.226; H 0.213; H 0.213

***

Here is a structure of composition C4HLiO4Tl in a non-equilibrium geometry from the OMol25 dataset. Energies are from ωB97M-V/def2-TZVPD.

The geometry in XYZ format:
```
11
C4HLiO4Tl | the OMol25 dataset | ωB97M-V/def2-TZVPD
O 1.757 1.699 -0.371
H -1.788 2.321 -0.929
C -1.059 2.000 -0.200
C -0.733 1.455 0.874
O -1.287 -3.477 0.033
O 1.102 -0.322 -0.081
Tl -1.350 -0.947 -0.439
C -1.395 -4.544 0.392
O 0.504 1.269 1.369
Li 2.865 -0.254 -1.065
C 1.383 0.801 0.417
```

As for the charge: +1. The calculation puts the relative energy (zero: lowest compared OMol25 entry of this formula, charge and spin) at 3.1226 eV. As for the LUMO energy: -4.5 eV. As for the max |F|: 7.52 eV/Å. As for the energy: -17242.67231 eV. The highest occupied orbital energy is -13.30 eV. The value obtained for the gap between HOMO and LUMO is 8.842 eV.

natural (NBO) population analysis, charges in e, atoms 1 to 8: O -0.654; H 0.251; C -0.196; C 0.179; O -0.611; O -0.889; Tl 0.910; C 0.624

***

Here is an isolated molecule of C5H15NOSi in a non-equilibrium geometry from the OMol25 dataset. Energies are from ωB97M-V/def2-TZVPD.

The geometry in XYZ format:
```
23
C5H15NOSi | the OMol25 dataset | ωB97M-V/def2-TZVPD
C 2.552 -0.224 -0.191
H -1.340 -1.561 -0.565
H -1.468 2.374 0.771
H -1.119 1.120 1.796
H 2.641 -0.434 -1.317
H 1.171 -1.754 0.107
H 3.414 0.314 0.049
H 2.945 -2.159 0.574
C 2.183 -1.384 0.694
H -2.353 -1.980 1.182
Si -0.219 0.516 -0.440
H 0.143 0.107 -2.812
H 0.099 2.290 1.358
C -0.366 0.877 -2.278
N -1.796 -0.681 -0.249
H -1.346 1.085 -2.624
O 1.544 0.790 -0.127
H 2.095 -1.134 1.742
H -3.542 -0.611 0.909
C -2.492 -0.869 1.107
C -0.701 1.735 1.026
H -2.180 -0.119 1.877
H 0.136 1.703 -2.590
```

As for the charge: 0. The calculation puts the relative energy (zero: lowest compared OMol25 entry of this formula, charge and spin) at 2.6857 eV. As for the LUMO energy: 0.7 eV. The SMILES is CCO[Si](C)(C)NC. As for the max |F|: 3.78 eV/Å. As for the energy: -16842.38190 eV. The highest occupied orbital energy is -9.01 eV. The value obtained for the gap between HOMO and LUMO is 9.664 eV.

natural (NBO) population analysis, charges in e, atoms 1 to 8: C -0.062; H 0.351; H 0.222; H 0.209; H 0.154; H 0.182; H 0.183; H 0.217

***

Here is a structure of composition C53H58IrN3P2 from the OMol25 dataset. Energies are from ωB97M-V/def2-TZVPD.

The geometry in XYZ format:
```
117
C53H58IrN3P2 | the OMol25 dataset | ωB97M-V/def2-TZVPD
H 0.339 -1.196 2.195
H 0.485 0.303 -3.865
H 3.567 -5.669 0.749
H -1.177 3.536 -2.968
C 0.357 2.406 -0.317
H 3.759 -3.568 -0.544
Ir 0.003 -0.234 0.608
C -1.151 -4.293 5.576
C 1.483 -5.403 1.173
C -0.730 -3.591 -2.526
C -0.316 -0.267 -3.390
H 3.112 3.532 -0.875
H -6.560 2.414 -0.395
H -3.498 0.589 -2.250
H 2.875 -0.179 -1.153
H 6.050 1.687 1.058
H -3.299 0.722 4.272
H -0.511 -4.616 -4.387
C 2.862 0.713 1.628
H -3.038 -5.098 2.282
H -4.450 3.706 -0.312
C 0.024 3.493 -1.124
H 0.771 -2.634 3.038
H -4.522 -3.682 -3.218
H -0.096 2.646 2.129
H 2.114 1.357 -1.630
H -2.558 -3.894 0.889
C -0.811 3.641 3.876
C -2.569 1.511 4.154
C -2.477 -4.879 3.177
C -3.347 0.786 1.010
H -1.069 1.998 -4.686
H -2.793 -6.822 3.985
H -6.615 0.086 0.434
H -2.944 -4.671 -4.846
C -1.682 -5.567 5.339
H 0.570 -0.848 5.149
H 4.462 -0.481 4.355
C -3.456 -3.650 -3.030
C 5.197 1.267 1.578
C -4.474 2.681 0.035
C 0.366 -4.596 1.005
C 2.024 -0.873 3.533
H 0.401 4.500 -1.020
H -4.625 -0.936 1.375
C -1.941 -3.579 3.404
H -1.712 4.417 5.660
H -1.768 -1.040 3.861
C -2.352 -5.846 4.142
N -0.280 1.241 -0.778
C -5.689 0.646 0.449
H 1.868 -2.128 1.742
H 2.626 -1.585 4.106
H 0.104 -0.782 -2.529
C 3.051 0.008 2.831
C -0.793 2.990 -2.122
H 3.512 0.759 -2.496
H 1.797 -2.118 -0.836
C 3.066 0.840 -1.504
C 1.256 -1.772 2.568
C -0.921 1.605 -1.939
C 0.475 -3.405 0.293
H 4.740 3.603 -0.185
C 1.393 2.222 0.586
C -1.611 -3.007 -1.610
H -3.712 -2.619 -1.196
H 6.326 0.771 3.331
H 4.508 3.232 -1.890
H -1.584 -6.338 6.091
C -2.983 -3.050 -1.875
C 4.102 3.071 -0.891
C -2.571 -4.205 -3.943
N -2.064 -2.577 2.472
C -4.540 0.065 0.966
H -3.371 -1.111 3.162
C 1.703 -3.037 -0.263
C -1.657 1.527 3.089
N 1.559 1.000 1.070
H -0.581 -4.918 1.425
H 2.084 3.014 0.847
C -1.465 0.670 -2.990
C 5.364 0.729 2.839
C -2.306 -1.210 2.933
C 4.043 1.571 -0.579
C 2.702 -5.032 0.622
H -2.416 2.693 0.601
H -0.859 -2.326 4.823
C -5.657 1.955 -0.013
H -0.129 4.474 3.763
H -2.243 0.723 -4.988
C -2.320 -2.856 1.072
H -3.158 -2.250 0.722
H 5.023 1.172 -0.847
H -2.439 -0.644 -1.561
C 1.130 -0.142 4.529
H -0.670 -1.016 -4.101
C -2.578 2.544 5.076
H -3.020 -0.802 -3.226
H -0.629 -4.091 6.502
C -3.324 2.103 0.545
C -0.792 2.606 2.953
C 2.812 -3.850 -0.101
H 1.399 -6.330 1.726
C 4.308 0.046 3.420
P -0.936 -2.346 -0.049
C -1.208 -4.174 -3.687
H 0.334 -3.604 -2.344
H -3.281 2.520 5.899
H 1.724 0.480 5.196
C 3.972 1.222 0.916
C -1.697 3.609 4.941
P -1.845 0.226 1.838
H 0.425 0.509 4.018
C -2.679 -0.095 -2.469
C -1.894 1.439 -4.244
H -2.717 2.126 -4.039
C -1.286 -3.305 4.637
```

As for the charge: +3. The calculation puts the relative energy (zero: lowest compared OMol25 entry of this formula, charge and spin) at 0.0715 eV. As for the LUMO energy (spin up / spin down): -9.4 / -11.0 eV. As for the max |F|: 0.78 eV/Å. As for the energy: -81764.83038 eV. The highest occupied orbital energy (spin up / spin down) is -15.01 / -15.01 eV. As for the expectation value of S²: 0.78. The value obtained for the gap between HOMO and LUMO (spin up / spin down) is 5.606 / 3.976 eV. Its spin multiplicity is 2.

Löwdin population analysis, charges in e, atoms 1 to 8: H -0.012; H 0.103; H 0.127; H 0.121; C -0.358; H 0.128; Ir 1.020; C -0.002

***

Here is a structure of composition C34H32AgCl2N8O4 from the OMol25 dataset. Energies are from ωB97M-V/def2-TZVPD.

The geometry in XYZ format:
```
81
C34H32AgCl2N8O4 | the OMol25 dataset | ωB97M-V/def2-TZVPD
C 5.571 -0.014 -4.945
H 1.515 -4.950 -2.815
C 2.350 3.207 -2.470
H -0.936 2.094 1.700
H 2.825 -1.151 0.842
H -0.078 4.653 -0.616
C 0.068 -0.449 4.345
N -0.323 -0.782 5.617
H -6.215 0.705 -0.379
H -1.535 3.265 4.557
H -2.703 -5.308 -2.094
H -0.212 -1.679 6.053
C -0.990 0.301 6.143
C -2.162 1.777 7.566
N -2.212 1.281 0.663
C -1.533 2.518 5.338
H 6.044 -0.279 -1.613
O 0.162 -0.963 -1.659
O -1.625 2.459 1.127
N 2.283 1.225 -3.841
C 0.285 1.949 -2.647
C 5.565 -0.052 -2.555
C -1.680 -4.062 -0.698
C 1.231 -2.520 0.544
C 0.411 3.957 -1.286
C -0.948 1.272 5.126
Ag -1.260 -0.835 0.191
O 0.777 -1.126 -3.804
N -0.058 -2.715 0.682
H -1.497 0.770 -2.670
H -4.295 2.912 -1.066
C 1.645 2.109 -2.962
C -0.604 -5.242 -2.532
H -0.707 -5.895 -3.390
H -5.327 0.967 -1.893
C -3.380 1.411 0.144
C 1.747 4.113 -1.616
H -2.593 3.713 6.752
C -1.590 0.533 7.373
H 7.239 -0.646 -3.754
C 2.123 -1.716 1.460
H 2.660 -3.085 -0.899
N -0.273 0.765 4.022
H 1.672 0.584 -4.343
C -0.521 0.780 -3.159
C 4.259 0.411 -2.541
C 0.707 -3.894 -1.112
C 0.190 -0.574 -2.854
Cl 3.457 0.416 -1.004
H -3.382 3.548 0.315
Cl 3.507 0.829 -6.432
H 1.527 -1.964 4.111
C 0.641 -4.731 -2.215
H -5.674 -0.683 -1.334
C 6.226 -0.265 -3.751
C -0.425 -3.572 -0.355
N 1.748 -3.223 -0.503
C -2.134 2.751 6.562
H 0.884 -0.147 1.919
C -5.410 0.323 -1.014
C 4.285 0.483 -4.922
C -0.303 2.892 -1.813
C 3.575 0.739 -3.732
O -4.194 -2.019 -0.260
H -1.616 -0.224 8.147
C -4.098 0.221 -0.286
H -2.642 2.005 8.509
H 2.712 -2.424 2.054
C -1.743 -4.909 -1.789
H 6.058 -0.189 -5.894
H 0.073 -2.175 3.129
H -4.969 2.784 0.561
H 3.389 3.331 -2.754
C 0.796 -1.433 3.491
N -3.565 -0.943 0.017
H -2.568 -3.740 -0.162
C -4.044 2.752 -0.017
N 1.513 -0.785 2.400
H -1.350 2.778 -1.566
H 2.322 4.936 -1.209
H -0.671 0.843 -4.240
```

As for the charge: -1. The calculation puts the relative energy (zero: lowest compared OMol25 entry of this formula, charge and spin) at 0.0000 eV. As for the LUMO energy: 2.4 eV. As for the max |F|: 0.47 eV/Å. As for the energy: -84933.68077 eV. The highest occupied orbital energy is -4.23 eV. The value obtained for the gap between HOMO and LUMO is 6.583 eV.

Löwdin population analysis, charges in e, atoms 1 to 8: C -0.126; H 0.105; C -0.058; H 0.068; H 0.043; H 0.095; C -0.299; N 0.152